Record 1
# C11H21AlCl2NO

A structure of composition C11H21AlCl2NO in a non-equilibrium geometry (the ωB97M-V functional and the def2-TZVPD basis, the Open Molecules 2025 dataset).

Each line ends with the Mulliken charge.
Cartesian coordinates (Å):
Al 2.5734 0.1904 -0.6935  0.10
Cl 1.5831 -1.6127 -1.3124  -0.36
Cl 1.8428 1.8850 0.4105  -0.35
C 4.2477 -0.2651 -0.0072  -0.73
H 4.6963 0.2654 0.8573  0.18
H 4.8404 -1.1368 -0.3077  0.25
C -1.0460 1.3014 -1.4614  -0.11
C -0.0106 1.1791 -2.2137  -0.71
H -1.0899 2.0724 -0.6832  0.35
C 0.0261 0.3497 -3.4760  -0.64
H 0.8660 1.8243 -2.0467  0.82
C -1.2741 -0.4576 -3.7094  -0.77
H 0.2201 1.0250 -4.3279  0.33
H 0.8785 -0.3502 -3.4544  0.20
C -1.9394 -0.8360 -2.3865  -0.61
H -1.9621 0.1517 -4.3132  0.29
H -1.0652 -1.3706 -4.2818  0.36
C -2.2533 0.4243 -1.5581  -0.65
H -2.8584 -1.4114 -2.5617  0.37
H -1.2343 -1.4602 -1.8152  0.18
H -3.1106 0.9579 -2.0057  0.39
H -2.5363 0.1258 -0.5419  0.20
C 0.7261 0.0391 3.9722  -0.91
N 0.1440 -0.5912 2.8049  0.28
C 0.5250 -1.9390 2.4760  -0.72
C -0.8103 -0.0197 2.0075  0.75
C -1.2171 1.3875 2.3343  -1.34
O -1.2638 -0.6839 1.0606  -0.65
H 1.2466 -0.7233 4.5654  0.30
H -0.0619 0.4980 4.5882  0.32
H 1.4391 0.8309 3.6877  0.27
H -0.3584 -2.5969 2.4816  0.26
H 0.9632 -1.9892 1.4625  0.11
H 1.2346 -2.2833 3.2364  0.29
H -0.3638 2.0661 2.2149  0.25
H -1.9985 1.6966 1.6381  0.28
H -1.5992 1.4565 3.3594  0.47

Forces on atoms 1 to 6 (eV/Å):
2.03 -0.91 1.31
-0.52 -0.14 -0.27
-0.55 0.46 0.25
-0.42 0.07 0.29
-0.04 0.08 -0.79
-0.15 0.24 -0.07

Values from the calculation:
E_LUMO (spin up / spin down) in eV: 3.06 / 3.06
Orbital gap (spin up / spin down) in eV: 5.317 / 5.314
HOMO (spin up / spin down) in eV: -2.2540 / -2.2506
Energy in eV: -46930.40534
2S+1: 1
Net charge: -1

Record 2
# CH3F2OP

A cluster of 2 separate species, CH3F2OP in total in a non-equilibrium geometry (the ωB97M-V functional and the def2-TZVPD basis, the Open Molecules 2025 dataset).

Each line ends with the Mulliken charge.
Cartesian coordinates (Å):
C -0.5713 -0.1792 1.8004  0.06
O 1.7231 -0.2500 -0.7762  -0.47
F 0.2639 -1.0476 2.3539  -0.18
F -0.3494 1.0957 1.9330  -0.17
P 0.1216 -0.6602 -0.7608  0.20
H -1.6237 -0.3423 2.1364  0.18
H 2.5061 -0.8878 -0.8391  0.33
H 0.1102 0.6394 -1.1943  0.05

Forces on atoms 1 to 6 (eV/Å):
-1.76 -1.72 -3.74
2.78 -1.55 0.21
0.67 0.50 0.94
1.38 1.39 0.92
0.12 -0.11 1.91
0.75 -0.45 -0.46

Values from the calculation:
E_LUMO (spin up / spin down) in eV: 0.11 / 0.19
Orbital gap (spin up / spin down) in eV: 8.171 / 8.154
HOMO (spin up / spin down) in eV: -8.0630 / -7.9663
Energy in eV: -17853.76097
2S+1: 1

Record 3
# C13H16Cl2O11

A cluster of 6 separate species, C13H16Cl2O11 in total in a non-equilibrium geometry (the ωB97M-V functional and the def2-TZVPD basis, the Open Molecules 2025 dataset).

Each line ends with the Mulliken charge.
Cartesian coordinates (Å):
O 1.2392 0.1659 0.9035  -0.59
C 0.7089 1.1180 1.5004  0.86
C 1.5522 2.1876 2.0805  -0.83
C 1.1129 3.4237 2.5622  0.40
O 1.9830 4.3548 3.0526  -0.51
C -0.2975 3.7999 2.5126  0.64
O -0.8154 4.9290 2.6702  -0.61
C -1.2166 2.6613 2.2577  -0.64
C -0.7380 1.4409 1.7691  0.34
O -1.5487 0.4468 1.4606  -0.33
H 2.6284 2.0980 2.0642  0.41
H 1.4748 5.0530 3.4721  0.33
H -2.2910 2.6791 2.3658  0.45
H -1.1453 -0.0558 0.7491  0.35
O 0.9369 -1.6934 -2.1801  -0.71
C 1.4246 -0.5729 -2.2541  0.71
C 0.7135 0.5746 -2.8095  -0.91
C 1.1188 1.7979 -2.9459  0.57
O 0.4729 2.7886 -3.5385  -0.54
C 2.5348 2.1604 -2.5198  0.74
O 3.0872 3.2999 -2.5868  -0.65
C 3.3848 0.9957 -2.1895  -0.78
C 2.9120 -0.2340 -2.0315  0.63
O 3.6515 -1.2132 -1.6090  -0.54
H -0.2771 0.2111 -3.0398  0.40
H 0.9782 3.6048 -3.5462  0.34
H 4.4179 1.1789 -1.9337  0.40
H 3.2947 -2.1042 -1.6282  0.34
Cl -2.3132 -6.3183 1.0613  -0.16
C -1.6517 -4.9310 1.8951  0.03
Cl -2.9471 -4.0033 2.7855  -0.15
H -1.0230 -5.2281 2.7345  0.32
H -1.1703 -4.2340 1.2091  -0.05
O -2.4964 -3.3923 -1.6231  -0.57
H -3.3174 -3.2953 -2.1057  0.27
H -2.5450 -4.2683 -1.2405  0.27
O -3.8440 -1.5062 0.4991  -0.60
H -4.0774 -0.9371 1.2325  0.30
H -2.8869 -1.5180 0.4996  0.41
O -1.1967 -1.6154 -0.2454  -0.95
H -0.2573 -1.6242 -0.4288  0.18
H -1.5711 -2.2252 -0.8812  0.46

Forces on atoms 1 to 6 (eV/Å):
-2.15 1.32 0.92
2.26 1.43 0.24
0.13 2.53 0.73
2.04 -1.24 -0.48
-0.36 -1.35 -0.60
-4.26 0.58 0.17

Values from the calculation:
E_LUMO in eV: -1.95
Orbital gap in eV: 7.436
HOMO in eV: -9.3891
Energy in eV: -61305.22388
2S+1: 1
SMILES: O=C1C=C(O)C(=O)C=C1O.O=C1C=C(O)C(=O)C=C1O.ClCCl.O.O.O

Record 4
# C15H46CoN9O7

A structure of composition C15H46CoN9O7 in a non-equilibrium geometry (the ωB97M-V functional and the def2-TZVPD basis, the Open Molecules 2025 dataset).

Each line ends with the Mulliken spin population.
Cartesian coordinates (Å):
Co -1.4229 1.1441 -1.5033  2.82
O 0.4019 0.3842 -1.6121  0.07
H 1.3280 0.2773 -1.3820  0.01
C -2.5361 0.9244 2.4845  0.01
C -1.5104 1.8908 1.9103  0.01
C -0.3788 2.2420 2.8661  0.00
O 0.4409 3.2486 2.3002  0.00
C 1.5500 3.5009 3.1294  0.00
N -0.9452 1.2727 0.6915  0.06
H -3.3561 0.6435 1.8284  0.00
H -2.9635 1.3482 3.3950  0.00
H -1.9712 0.0357 2.7784  0.00
H -2.0141 2.7909 1.5495  0.00
H 0.2498 1.3783 3.1018  0.00
H -0.8179 2.6464 3.7852  0.00
H 2.3566 4.0983 2.7060  0.00
H 2.0704 2.5573 3.3366  0.00
H 1.1695 3.9210 4.0638  0.00
H -0.5243 0.3737 0.9518  -0.01
H -0.1235 1.7895 0.3865  0.00
C 2.8725 -0.1473 1.3012  0.00
C 2.1282 -1.4735 1.5767  0.00
C 2.2695 -1.7153 3.1117  0.00
O 3.5687 -2.1746 3.4793  0.00
C 3.6908 -3.5514 3.2362  0.00
N 0.7162 -1.1436 1.3076  0.00
H 2.3434 0.6660 1.7944  0.00
H 2.9960 0.0341 0.2303  0.00
H 3.8992 -0.1792 1.6706  0.00
H 2.4099 -2.3376 0.9736  0.00
H 1.5282 -2.3817 3.5579  0.00
H 2.1690 -0.7123 3.5289  0.00
H 4.5915 -3.8892 3.7565  0.00
H 3.8827 -3.7592 2.1797  0.00
H 2.9390 -4.2417 3.6304  0.00
H 0.7098 -0.9186 0.3151  0.00
H 0.2406 -2.0474 1.2870  0.00
C -3.4959 -2.6371 -2.4484  0.00
C -3.5730 -1.3559 -1.6150  0.00
C -4.5197 -1.3461 -0.4056  0.00
O -3.7614 -1.9131 0.6806  0.00
C -4.6127 -2.1606 1.8126  0.00
N -2.2177 -0.8434 -1.2077  0.02
H -3.4371 -3.5430 -1.8462  0.00
H -2.6918 -2.5353 -3.1787  0.00
H -4.3847 -2.7673 -3.0690  0.00
H -3.9290 -0.5139 -2.2188  0.01
H -5.3768 -1.9464 -0.7106  0.00
H -4.8040 -0.3134 -0.1969  0.00
H -4.5382 -3.1906 2.1542  0.00
H -5.6452 -1.9005 1.5743  0.00
H -4.4523 -1.5316 2.6933  0.00
H -1.5292 -1.4156 -1.6914  -0.01
H -2.2922 -1.1657 -0.2382  0.00
C 0.0790 4.0899 -1.3924  0.00
O -0.5327 3.0024 -1.4863  0.01
N 0.2505 4.8697 -2.4558  0.00
N 0.7288 4.4940 -0.2884  0.00
H 0.9419 5.5989 -2.4710  0.00
H -0.3158 4.7936 -3.2827  0.00
H 0.6230 4.0432 0.6129  0.00
H 1.1555 5.3994 -0.3619  0.00
C 3.4525 1.0917 -3.7888  0.00
O 4.4110 1.5172 -4.4022  0.00
N 3.4131 -0.1249 -3.2252  0.00
N 2.3400 1.8392 -3.5383  0.00
H 2.4913 -0.4875 -3.0644  0.00
H 4.2400 -0.6925 -3.2829  0.00
H 2.2732 2.7261 -4.0020  0.00
H 1.6316 1.4641 -2.9264  0.00
C 0.6348 -2.8714 -3.1687  0.00
O 0.7276 -4.0394 -3.5033  0.00
N 0.5423 -1.9049 -4.0968  0.00
N 0.5305 -2.4426 -1.8881  0.00
H 0.4690 -2.1812 -5.0593  0.00
H 0.3460 -0.9616 -3.7998  0.00
H 0.4824 -1.4446 -1.6869  0.00
H 0.3870 -3.1943 -1.2346  0.00

Forces on atoms 1 to 6 (eV/Å):
1.85 -0.69 2.07
-0.57 -0.70 -0.77
-0.04 0.61 0.32
0.72 0.17 1.00
-0.21 -0.13 -1.30
-0.68 0.41 0.33

Values from the calculation:
E_LUMO (spin up / spin down) in eV: -3.40 / -3.96
Orbital gap (spin up / spin down) in eV: 8.163 / 7.606
HOMO (spin up / spin down) in eV: -11.5642 / -11.5637
Energy in eV: -81667.27272
2S+1: 4
Net charge: +1